Version one
{"formula": "C2H7NO2", "method": "the ωB97M-V functional and the def2-TZVPD basis", "e_lumo_ev": -4.20, "gap_ev": 4.71, "elements": ["O", "C", "H", "N", "H", "C", "H", "H", "H", "O", "H", "H"], "xyz": [[-0.8751, -1.3006, 1.5136], [0.4629, 0.9360, -0.5407], [1.3193, -0.8913, -1.6174], [-0.5510, 1.1322, 0.5105], [1.4108, 1.2120, -0.0626], [0.6129, -0.6414, -0.7361], [-0.8682, 0.3838, 1.0632], [-1.1634, 1.8235, 0.6022], [0.9341, -1.1145, 0.1564], [0.2058, 1.5761, -1.6388], [-1.0165, -2.2086, 1.7119], [-0.4717, -0.9072, -0.9622]]}



Version two
{"formula": "C2H7NO2", "method": "the ωB97M-V functional and the def2-TZVPD basis", "e_lumo_ev": -4.19, "gap_ev": 4.72, "elements": ["H", "C", "H", "O", "H", "H", "H", "N", "C", "H", "H", "O"], "xyz": [[1.0852, 0.9793, 0.0158], [-0.0951, -0.6636, 0.8367], [-1.8494, 0.4382, 0.1300], [-0.7158, -1.0975, 1.9174], [0.9138, 0.9255, 1.7710], [1.6405, 0.7513, -2.4268], [0.6074, -1.2947, 0.3369], [0.7027, 0.5471, 0.8673], [-1.1626, -0.3624, -0.2387], [-1.7040, -1.3167, -0.4090], [-0.6443, 0.0721, -1.1402], [1.2216, 1.0214, -1.6605]]}



Least stable structure: version one



Version one
{"formula": "C4H12N3", "method": "the ωB97M-V functional and the def2-TZVPD basis", "total_charge": 1, "e_lumo_ev": -3.10, "smiles": "C[C@@H]1C[C@]1([NH3+])NN", "gap_ev": 9.80, "elements": ["C", "C", "H", "C", "H", "H", "N", "N", "H", "H", "H", "H", "C", "H", "H", "H", "N", "H", "H"], "xyz": [[-1.0313, 0.2785, 0.3884], [0.2989, 0.3109, -0.2981], [0.9160, 1.3013, 1.4044], [-1.8675, -1.0101, 0.7649], [2.8899, -1.5434, 0.0645], [2.1021, 1.6791, 0.3071], [2.0040, -1.1866, 0.4445], [1.1026, 1.6434, 0.4930], [-2.9475, -0.7428, 0.5606], [-1.1843, 1.0432, 1.2149], [1.5851, -1.8590, 1.1316], [-1.3868, 0.0148, -1.7469], [-0.9345, 0.8505, -1.0777], [-1.7514, -1.2103, 1.8540], [1.6860, -0.5373, -1.4376], [0.4825, 2.4050, 0.1264], [1.1437, -0.7566, -0.5486], [-1.1257, 1.9220, -1.3858], [-1.4947, -1.8094, 0.1196]]}



Version two
{"formula": "C4H12N3", "method": "the ωB97M-V functional and the def2-TZVPD basis", "total_charge": 1, "e_lumo_ev": -3.15, "smiles": "N/C=C(\\N)CC[NH3+]", "gap_ev": 8.25, "elements": ["H", "C", "H", "H", "H", "H", "H", "H", "H", "N", "H", "H", "H", "C", "C", "N", "C", "N", "H"], "xyz": [[0.1463, 2.3017, -0.5878], [1.5953, 0.1219, 0.0529], [-1.9472, -2.2937, 0.1480], [0.2243, -1.8060, -1.3209], [-1.1482, -0.7236, -1.7017], [-1.3190, 0.5271, 0.7521], [3.4141, 0.8777, 0.5935], [2.2893, 1.9805, -0.0004], [-2.1031, -0.3073, 1.9618], [-1.9375, -0.3232, 0.9573], [-2.8463, -0.2523, 0.5100], [-0.8866, 1.4509, -1.4819], [-0.4796, -1.9698, 1.0469], [-1.2021, -1.5311, 0.3584], [-0.4526, -1.0494, -0.9238], [2.4363, 1.1068, 0.5031], [0.4064, 0.1754, -0.5613], [-0.3410, 1.4126, -0.6240], [1.8745, -0.9045, 0.3377]]}



Least stable structure: version one



Version one
{"formula": "C4H12N3", "method": "the ωB97M-V functional and the def2-TZVPD basis", "total_charge": 1, "e_lumo_ev": -3.63, "smiles": "N/C=C(\\[NH3+])CCN", "gap_ev": 9.33, "elements": ["H", "H", "C", "H", "H", "N", "H", "C", "N", "H", "H", "H", "H", "H", "H", "C", "H", "C", "N"], "xyz": [[-0.6955, -1.4381, 1.7727], [1.6411, 0.7021, 1.3532], [0.9177, 0.0200, 1.4513], [-1.7897, 0.6973, -2.0697], [2.3267, -1.1594, 2.3869], [1.3176, -0.9461, 2.4755], [-0.7720, -0.6962, -1.6027], [-0.3865, 1.0026, -0.4234], [-0.9537, -1.1010, 0.8664], [0.4476, 1.5061, -0.8847], [-1.0183, 1.9440, -0.1406], [1.2258, -0.4746, 3.3465], [0.3181, 1.5688, -2.9372], [1.0172, 0.0556, -2.7530], [-1.9013, -0.6583, 1.0602], [-0.7521, 0.3316, -1.7322], [-1.0842, -1.9118, 0.1421], [-0.0230, -0.0105, 0.5558], [0.1649, 0.5678, -2.8671]]}



Version two
{"formula": "C4H12N3", "method": "the ωB97M-V functional and the def2-TZVPD basis", "total_charge": 1, "e_lumo_ev": -3.53, "gap_ev": 9.49, "elements": ["N", "C", "C", "H", "H", "H", "H", "C", "H", "H", "H", "H", "N", "C", "H", "H", "N", "H", "H"], "xyz": [[2.9684, -0.8777, 0.4898], [-1.4773, 0.2710, 0.0191], [-2.2325, 0.5125, -1.0591], [1.0411, -0.5931, -0.2784], [3.3182, 0.5235, 1.9802], [1.5999, 0.0821, 1.8355], [-0.9509, 1.4645, 1.6382], [2.0774, -0.9470, -0.3851], [-2.2965, 1.5202, -1.4609], [-3.2271, -0.1722, -2.6649], [2.7652, -1.0429, 2.5457], [-1.3518, -0.6796, 0.5078], [-3.0097, -0.3923, -1.7137], [2.6364, -0.2971, 1.7626], [2.2965, -1.3946, -1.3460], [-2.8030, -1.3657, -1.5455], [-0.7571, 1.3981, 0.6393], [-1.0488, 2.2742, 0.2032], [0.2614, 1.3181, 0.5347]]}



Least stable structure: version one



Version one
{"formula": "C11H13NO2", "method": "the ωB97M-V functional and the def2-TZVPD basis", "e_lumo_ev": 0.57, "smiles": "C=C(C/C(C)=[N+](/[O-])O)c1ccccc1", "gap_ev": 9.17, "elements": ["C", "C", "H", "H", "C", "C", "O", "C", "C", "C", "C", "H", "H", "C", "C", "H", "C", "H", "H", "H", "H", "N", "H", "H", "O", "H", "H"], "xyz": [[0.2564, -2.5093, -1.1193], [3.1073, 1.6330, -0.3198], [-0.5938, -1.1413, 1.5840], [-1.7249, -2.0466, 0.4236], [1.0555, -0.1760, -0.4612], [1.0325, 0.7987, 0.5245], [-2.8751, 1.8511, -0.7758], [3.0018, 0.7448, -1.4632], [-1.0757, -1.2099, 0.4972], [-3.0825, 0.2800, 1.5096], [2.1013, 1.6627, 0.6059], [3.6689, 0.9765, -2.1770], [1.0228, -2.6201, -1.8358], [0.1274, -1.3187, -0.4414], [1.9505, -0.1352, -1.4959], [1.9057, -0.9743, -2.0747], [-2.0261, 0.0906, 0.4527], [0.2056, 0.6924, 1.2769], [-2.4703, 0.1779, 2.4477], [-0.4621, -3.2900, -0.9332], [-3.3652, 1.3422, 1.5713], [-2.0752, 0.9166, -0.5602], [2.3255, 2.2445, 1.5439], [-1.0163, 1.7571, -1.9089], [-1.1603, 0.7881, -1.6669], [3.8235, 2.3525, -0.2352], [-3.9593, -0.2962, 1.5623]]}



Version two
{"formula": "C11H13NO2", "method": "the ωB97M-V functional and the def2-TZVPD basis", "e_lumo_ev": 0.80, "smiles": "CNC/C=C/c1ccc2c(c1)OCO2", "gap_ev": 8.25, "elements": ["C", "H", "O", "H", "H", "C", "H", "C", "H", "H", "C", "H", "C", "C", "H", "H", "C", "C", "H", "O", "N", "H", "H", "C", "C", "C", "H"], "xyz": [[2.0114, -2.0591, 0.7415], [-2.7727, 2.8121, 1.2049], [2.4668, -4.0821, -0.1859], [0.9908, -2.9429, -2.2688], [-3.9032, 2.0909, -0.8221], [1.4125, -0.8748, 1.1541], [1.5048, -0.3499, 2.2065], [-3.7355, 3.2129, -0.4059], [-1.5098, 3.6441, -1.4354], [-4.6059, 3.7167, 0.3474], [0.0995, 0.9706, 0.3131], [-0.3613, -0.5675, -1.6236], [1.1957, -2.3412, -1.5196], [1.9421, -2.8717, -0.4555], [-0.8282, 0.9710, -1.4550], [-3.5333, 3.8352, -1.3286], [3.0606, -4.0813, 1.2116], [-0.7068, 1.6031, -0.5055], [2.8392, -5.0716, 1.6089], [2.5541, -2.9914, 1.6619], [-2.4993, 3.1068, 0.3120], [-0.5117, 3.5144, 0.4060], [0.5370, 1.3365, 1.2865], [0.6026, -1.1645, -1.1591], [0.6925, -0.3656, 0.0709], [-1.1799, 3.0838, -0.3750], [4.2381, -4.1349, 1.0148]]}



Version three
{"formula": "C11H13NO2", "method": "the ωB97M-V functional and the def2-TZVPD basis", "e_lumo_ev": 0.71, "gap_ev": 9.85, "elements": ["H", "H", "C", "C", "C", "H", "C", "H", "C", "C", "O", "H", "H", "H", "C", "C", "H", "C", "H", "H", "O", "C", "H", "N", "H", "H", "C"], "xyz": [[3.5821, 1.2051, 0.9750], [-0.9701, 2.6073, -0.7358], [1.6118, 0.5796, 0.7531], [2.6515, -1.5328, -0.6331], [0.7815, -0.4755, 0.4179], [3.1590, -2.3713, -1.1532], [1.2885, -1.5530, -0.3530], [-2.2193, 1.7732, 1.3393], [-1.5444, 0.5784, -0.1627], [2.9889, 0.4685, 0.4815], [-1.7476, -2.6822, -0.0958], [4.5614, -0.2737, -0.6709], [-0.6274, -1.1406, 2.5682], [-1.2246, 1.2684, -2.0829], [-0.7759, 1.5755, -1.0892], [-2.7588, 1.2045, 0.5248], [0.6020, -2.3217, -0.7661], [3.5385, -0.5453, -0.2122], [-3.5372, 0.4346, 0.8071], [0.3188, 1.3280, -1.0254], [-1.0058, -0.3292, 2.0816], [-1.5684, -1.4687, -0.1186], [1.4186, 1.3564, 1.4174], [-1.9186, -0.5524, -1.0114], [-2.6069, -0.4927, -1.7844], [-3.2911, 1.7546, -0.2285], [-0.7065, -0.3951, 0.7572]]}



Least stable structure: version two